Entry from OMol25: C7H14OSi in the gas phase (ωB97M-V/def2-TZVPD).

```
! wB97M-V def2-TZVPD RIJCOSX def2/J DEFGRID3
* xyz 0 1
C 1.62 -2.74 0.88
C 0.37 -2.26 1.63
C -0.71 -3.34 1.64
C -0.12 -1.05 0.98
C -0.58 -0.07 0.47
O -0.89 1.08 -0.31
Si -0.46 2.64 -0.37
C -1.92 3.38 -1.35
C 1.17 2.89 -1.32
H 1.37 -2.99 -0.15
H 2.38 -1.96 0.88
H 2.03 -3.63 1.37
H 0.64 -2.01 2.66
H -1.01 -3.59 0.62
H -1.59 -2.99 2.18
H -0.34 -4.24 2.12
H -0.35 3.21 0.98
H -1.59 3.91 -2.23
H -2.61 2.60 -1.66
H -2.48 4.09 -0.74
H 1.15 2.38 -2.28
H 1.36 3.94 -1.51
H 2.02 2.50 -0.77
*
```

Values from the calculation:
lowest unoccupied orbital energy = 0.88 eV
energy above the lowest of the compared OMol25 structures with the same formula, charge and spin = 0.609 eV

Atom charges from the Löwdin analysis, given in e for atoms 1 to 5: number 1, C, carries -0.077; number 2, C, carries -0.443; number 3, C, carries -0.076; number 4, C, carries -0.030; number 5, C, carries -0.038